[1]
Here is 2 unconnected molecules or ions with the total composition H4O2 from OMol25. Energies are from ωB97M-V with the def2-TZVPD basis set.

Cartesian coordinates (Å):
O1 0.24007 1.51227 -1.14919
H1 -0.51766 1.30907 -0.50869
H2 1.02931 1.13757 -0.66373
O2 -0.44167 -1.64348 0.79995
H3 -0.77741 -0.75414 0.52770
H4 0.46736 -1.56131 0.99396

The structure (SMILES) is O.O. The calculation puts the gap between HOMO and LUMO at 12.2 eV.


[2]
Here is C28H31N3O2 in the gas phase from OMol25. Energies are from ωB97M-V with the def2-TZVPD basis set.

Cartesian coordinates (Å):
C1 3.73346 4.10416 -0.73974
C2 2.26483 3.86952 -0.55350
C3 1.37098 4.17487 -1.57163
C4 0.00459 3.96853 -1.42758
C5 -0.93568 4.33764 -2.53402
C6 -0.46508 3.42841 -0.24000
C7 0.41611 3.08564 0.77882
C8 -0.14103 2.46844 2.01515
O1 -1.20747 2.80082 2.50444
N1 0.62593 1.48311 2.53553
C9 0.24331 0.70649 3.69044
C10 0.00394 -0.75914 3.31498
O2 0.83694 -1.60503 3.59437
N2 -1.13428 -1.06591 2.66773
C11 -2.17958 -0.17915 2.22128
C12 -2.13049 -0.06851 0.69118
N3 -1.91920 -1.35252 0.04165
C13 -0.84940 -1.38955 -0.94946
C14 -1.06447 -2.52430 -1.93210
C15 -2.34958 -2.98027 -2.20218
C16 -2.56140 -3.98784 -3.12547
C17 -1.49187 -4.54750 -3.80353
C18 -0.21210 -4.08047 -3.56118
C19 0.00024 -3.07332 -2.63572
C20 0.54113 -1.37296 -0.34512
C21 1.25960 -0.18503 -0.29905
C22 2.50710 -0.13591 0.30256
C23 3.05006 -1.27416 0.87170
C24 2.35123 -2.46770 0.81189
C25 1.11225 -2.51795 0.20071
C26 -2.11023 -2.48737 0.91154
C27 -1.33811 -2.44002 2.24700
C28 1.77720 3.32010 0.62394
H1 4.16770 3.29733 -1.33159
H2 3.91103 5.03767 -1.26904
H3 4.24748 4.13931 0.21775
H4 1.74655 4.59416 -2.49480
H5 -1.93542 3.95978 -2.33698
H6 -0.58721 3.93679 -3.48446
H7 -0.99090 5.42174 -2.63013
H8 -1.52178 3.26231 -0.08955
H9 1.43618 1.15937 2.02768
H10 -0.63908 1.17203 4.13365
H11 1.05981 0.71172 4.42002
H12 -3.13932 -0.60006 2.54005
H13 -2.08519 0.81655 2.65040
H14 -1.32629 0.62136 0.42127
H15 -3.07783 0.36432 0.33827
H16 -0.96990 -0.46171 -1.52981
H17 -3.18357 -2.53461 -1.68265
H18 -3.56595 -4.33477 -3.31931
H19 -1.65574 -5.33643 -4.52257
H20 0.62764 -4.49987 -4.09589
H21 1.00323 -2.71073 -2.46374
H22 0.85214 0.71139 -0.74877
H23 3.06042 0.79358 0.30743
H24 4.01691 -1.23534 1.35046
H25 2.77422 -3.36236 1.24250
H26 0.58933 -3.46093 0.12802
H27 -1.83963 -3.39364 0.36903
H28 -3.18479 -2.54405 1.12782
H29 -1.90554 -2.97996 3.01583
H30 -0.35232 -2.90067 2.17026
H31 2.45892 3.10260 1.43424

The structure (SMILES) is Cc1cc(C)cc(C(=O)NCC(=O)N2CCN(C(c3ccccc3)c3ccccc3)CC2)c1. The calculation puts the gap between HOMO and LUMO at 8.8 eV.


[3]
Here is a gas-phase ion, C2H8N2O3P (charge -1) from OMol25. Energies are from ωB97M-V with the def2-TZVPD basis set.

Cartesian coordinates (Å):
N1 0.28683 -2.16919 -1.04317
C1 0.32030 -0.72577 -0.94919
C2 0.05634 -0.14220 0.48770
N2 -1.05396 -0.90027 1.18823
P1 -0.10864 1.75684 0.00699
O1 -1.50472 1.98278 0.41229
O2 0.56592 2.06751 -1.30448
O3 0.95942 2.44913 1.10495
H1 1.22206 -2.55381 -0.78035
H2 -0.40720 -2.57484 -0.44696
H3 1.20118 -0.39370 -1.39700
H4 -0.42000 -0.47266 -1.64166
H5 0.83510 -0.20296 1.40588
H6 -1.86858 -0.91443 0.54770
H7 -1.43798 -0.27746 1.90826
H8 1.35392 3.07102 0.50078

The structure (SMILES) is NC[C@H](N)[P@](=O)([O-])O. As for the total charge: -1. The calculation puts the gap between HOMO and LUMO at 8.6 eV.


[4]
Here is a molecular structure, C13H17CrN5O6 from OMol25. Energies are from ωB97M-V with the def2-TZVPD basis set.

Cartesian coordinates (Å):
Cr1 -0.98277 1.61548 0.60125
O1 -2.32138 4.48237 3.09706
C1 -1.93859 3.49898 2.49778
O2 -1.64116 3.38918 1.24418
C2 -1.75765 2.18604 3.26648
C3 -1.92643 1.98122 4.62540
C4 -1.67331 0.71316 5.13465
C5 -1.25552 -0.31800 4.29537
C6 -1.12069 -0.03788 2.95049
N1 -1.37837 1.18187 2.48518
C7 -0.63179 -0.97428 1.85927
O3 -0.21421 -2.10112 2.13607
O4 -0.66567 -0.46501 0.68482
H1 -2.24071 2.80810 5.24608
H2 -1.78926 0.52742 6.19449
H3 -1.03451 -1.31134 4.65873
N2 -1.23864 1.64569 -1.67592
C8 -0.19042 0.65897 -2.00196
C9 -0.08791 0.26763 -3.47142
C10 0.85117 -0.91005 -3.74735
C11 0.61625 -2.17133 -2.90947
N3 0.84900 -2.09232 -1.45948
C12 2.02629 -2.07805 -0.85346
N4 3.16078 -2.00597 -1.58053
N5 2.08602 -2.23503 0.46553
C13 1.12284 1.10039 -1.29945
O5 2.20038 0.67543 -1.73400
O6 0.94832 1.84598 -0.29385
H4 -2.12862 1.38942 -2.08747
H5 -0.99435 2.57189 -2.01324
H6 -0.50205 -0.22759 -1.45975
H7 0.21369 1.12298 -4.08237
H8 -1.09674 -0.01051 -3.80256
H9 1.87315 -0.56190 -3.63918
H10 0.73088 -1.21728 -4.79001
H11 1.23898 -2.98048 -3.29666
H12 -0.42043 -2.49415 -3.01445
H13 0.05262 -2.00527 -0.84238
H14 3.10781 -1.32163 -2.32381
H15 4.00424 -1.89494 -1.04048
H16 1.22409 -2.29094 1.03185
H17 2.92467 -1.95714 0.94463

As for the expectation value of S²: 6.014. Its multiplicity is 5. The calculation puts the gap between HOMO and LUMO (spin up / spin down) at 7.6 / 9.3 eV.


[5]
Here is 3 unconnected molecules or ions with the total composition C4H17N2O2 from OMol25. Energies are from ωB97M-V with the def2-TZVPD basis set.

Cartesian coordinates (Å):
C1 -0.81989 1.22307 -0.04484
C2 0.30972 2.08507 -0.70272
C3 1.46163 1.19726 -1.35236
C4 1.55337 -1.35157 -1.52779
N1 1.53834 -0.09864 -0.64781
N2 -0.26098 0.48089 1.24508
H1 -1.07256 0.48680 -0.72401
H2 -1.63720 1.81196 0.38228
H3 -0.00753 2.83326 -1.35185
H4 0.51962 2.92488 0.04816
H5 2.38580 1.71453 -1.37944
H6 1.29499 1.23729 -2.44887
H7 1.90749 -2.08597 -0.92544
H8 2.31691 -1.12999 -2.41414
H9 0.63019 -1.50175 -1.97397
H10 2.03941 -0.21024 0.20100
H11 0.29486 -0.33659 1.04318
H12 0.41792 1.25428 1.56756
H13 -1.02658 0.29714 1.91663
H14 -3.27411 -1.39291 1.40297
H15 -3.33529 -0.14327 0.78248
O1 -2.80300 -0.57149 1.54947
H16 -0.69097 -2.32442 2.30082
H17 -0.60085 -3.37727 1.18407
O2 -1.14129 -3.02235 1.86953

As for the total charge: +1. The calculation puts the gap between HOMO and LUMO at 9.7 eV.


[6]
Here is 2 unconnected molecules or ions with the total composition C4H12NO from OMol25. Energies are from ωB97M-V with the def2-TZVPD basis set.

Cartesian coordinates (Å):
C1 0.81904 0.60870 -1.16035
N1 0.89486 0.36006 0.34111
C2 0.19526 -0.96616 0.65358
C3 -0.72994 -1.18823 -0.55714
C4 0.05736 -0.55792 -1.72651
H1 0.51019 1.64489 -1.29076
H2 1.85953 0.58669 -1.48069
H3 0.38222 1.02023 0.93101
H4 1.86867 0.31232 0.62347
H5 -0.45532 -0.78353 1.49536
H6 0.93324 -1.76542 0.72554
H7 -0.83824 -2.25304 -0.73082
H8 -1.63459 -0.61009 -0.43050
H9 -0.59349 -0.46274 -2.59789
H10 0.76688 -1.31735 -2.04950
H11 -0.94529 2.02400 3.06395
H12 -2.00299 1.52338 2.05959
O1 -1.08738 1.82421 2.13056

As for the total charge: +1. The calculation puts the gap between HOMO and LUMO at 12.9 eV.